{"formula": "C17H31FIN2O5", "method": "ωB97M-V with the def2-TZVPD basis set", "molar_mass_da": 489.3, "charge": 1, "max_force_ev_per_a": 2.1, "e_lumo_ev": -3.31, "e_tot_ha": -1549.3508, "elements": ["C", "C", "C", "C", "C", "C", "C", "N", "C", "C", "N", "C", "O", "C", "C", "C", "C", "O", "I", "H", "H", "H", "H", "H", "H", "H", "H", "H", "H", "H", "H", "H", "H", "H", "H", "H", "H", "H", "H", "H", "H", "H", "H", "H", "H", "H", "H", "C", "C", "O", "C", "O", "O", "F", "H", "H", "H"], "coordinates": [[5.23326, -1.94212, -0.74275], [4.82132, -0.59948, -0.13445], [3.78227, 0.15982, -0.99263], [2.57789, 0.69159, -0.16778], [2.32813, 2.16440, -0.49533], [1.38570, -0.29753, -0.22926], [1.12347, -0.84635, 1.18749], [-0.25283, -1.26307, 1.50109], [-1.11048, -1.71164, 0.40126], [-0.73015, -1.14920, -0.95965], [0.09706, 0.11355, -0.89949], [-0.65171, 1.19939, -0.12217], [-2.00551, 1.04562, -0.24414], [-2.69266, 1.86000, -1.21511], [-3.85504, 1.03554, -1.73959], [0.21459, 0.57068, -2.32478], [1.16954, -0.22171, -3.21622], [1.16570, -1.42216, -3.35053], [2.45895, 0.98346, -4.46600], [5.74391, -2.55833, -0.00976], [4.34392, -2.48114, -1.06724], [5.87742, -1.80215, -1.60550], [4.42322, -0.80805, 0.85999], [5.70065, 0.01875, 0.02617], [4.28920, 0.99615, -1.46185], [3.46013, -0.53218, -1.76588], [2.93489, 0.67781, 0.85712], [2.18076, 2.35502, -1.55470], [3.22635, 2.71364, -0.22437], [1.52805, 2.62055, 0.08172], [1.72790, -1.15398, -0.80216], [1.82309, -1.67209, 1.32347], [1.40055, -0.09674, 1.92525], [-0.19995, -2.01981, 2.16431], [-1.12128, -2.79753, 0.30310], [-2.13521, -1.41401, 0.60874], [-1.63222, -0.97786, -1.53068], [-0.14560, -1.87830, -1.51021], [-0.38076, 1.11284, 0.92498], [-0.32536, 2.17290, -0.47482], [-3.08111, 2.74699, -0.72167], [-2.02400, 2.17410, -2.01474], [-4.72022, 1.63992, -1.97634], [-4.14268, 0.38785, -0.91426], [-3.55827, 0.38949, -2.56220], [0.46035, 1.62164, -2.39994], [-0.76960, 0.45630, -2.77438], [-3.96315, 0.04520, 4.40356], [-3.51385, -1.05495, 3.47054], [-4.28558, -0.80484, 2.30516], [-4.58132, 0.52735, 2.28474], [-5.00718, 1.11410, 1.35154], [-4.29995, 1.08786, 3.48135], [-3.80183, -2.29087, 3.94061], [-4.84930, -0.24934, 4.96648], [-3.18823, 0.37625, 5.08893], [-2.45321, -1.01327, 3.21302]], "forces_ev_per_a": [[-0.15, 0.32, 0.07], [-0.12, -0.38, 0.00], [0.32, -0.16, 0.61], [0.35, 0.21, -0.68], [0.09, 0.13, 0.19], [0.72, -0.32, 0.58], [-0.52, -0.08, 0.27], [0.14, 0.02, -0.38], [-0.19, 0.05, 0.03], [-0.09, -0.77, 0.30], [-0.39, -0.16, -0.42], [-0.64, 0.66, 0.43], [0.32, -0.10, -0.05], [-0.73, 0.02, -0.19], [0.41, -0.37, 0.55], [0.37, 0.19, -0.37], [0.27, -1.86, -0.85], [0.01, 1.99, 0.58], [-0.41, -0.18, 0.32], [0.19, -0.07, 0.00], [-0.04, -0.15, -0.06], [0.08, -0.07, -0.13], [-0.16, 0.09, 0.09], [0.09, 0.10, 0.04], [-0.07, 0.10, -0.29], [-0.14, 0.14, -0.29], [-0.21, 0.00, 0.24], [-0.09, -0.03, -0.13], [0.11, 0.03, 0.00], [-0.06, -0.01, 0.04], [-0.21, 0.03, -0.35], [0.20, -0.03, -0.08], [-0.01, 0.18, 0.03], [-0.02, 0.05, 0.28], [0.08, -0.12, -0.07], [-0.07, 0.09, 0.16], [-0.07, 0.30, -0.05], [0.26, 0.19, -0.10], [0.11, -0.33, 0.04], [0.16, -0.05, -0.27], [0.15, 0.11, 0.21], [0.20, 0.05, 0.00], [-0.03, 0.12, -0.31], [-0.27, -0.02, 0.04], [-0.11, 0.08, -0.27], [0.17, 0.04, 0.36], [-0.11, -0.08, -0.06], [0.01, 0.11, 0.15], [-0.16, -0.13, -0.01], [0.30, 0.12, -0.03], [-0.01, 0.03, 0.27], [-0.07, 0.02, -0.28], [0.04, -0.10, 0.06], [-0.03, 0.06, -0.06], [-0.01, -0.10, -0.04], [0.01, 0.14, -0.10], [0.03, -0.09, -0.01]], "lowdin_charge": [-0.096, -0.233, -0.179, -0.282, -0.045, -0.180, -0.134, -0.036, -0.152, -0.069, -0.103, -0.136, -0.107, -0.208, -0.046, -0.128, -0.770, 0.028, 0.945, 0.074, 0.068, 0.079, 0.098, 0.110, 0.104, 0.072, 0.120, 0.047, 0.099, 0.074, 0.136, 0.135, 0.120, 0.116, 0.131, 0.104, 0.132, 0.128, 0.150, 0.130, 0.130, 0.110, 0.090, 0.069, 0.073, 0.086, 0.141, -0.040, -0.319, 0.122, -0.546, 0.182, 0.081, 0.084, 0.150, 0.142, 0.151]}